Below is a molecular structure, C46H66N11O6P at a distorted geometry, with properties calculated with the ωB97M-V functional and the def2-TZVPD basis.

The geometry in ORCA input format:
```
! wB97M-V def2-TZVPD RIJCOSX def2/J DEFGRID3
* xyz -2 1
C -24.63 22.42 41.31
O -24.93 21.09 41.70
C -25.76 20.37 40.81
C -25.08 19.57 39.65
N -26.06 18.82 38.78
H -26.33 19.49 37.99
H -25.70 18.03 38.09
C -27.39 18.40 39.37
C -28.17 17.76 38.24
O -29.55 18.08 38.33
C -30.33 17.23 37.55
H -25.40 23.10 41.36
H -24.32 22.67 40.22
H -24.03 22.80 41.82
H -26.68 21.01 40.54
H -26.32 19.70 41.51
H -24.30 18.77 39.93
H -24.29 20.31 39.11
H -27.80 19.43 39.31
H -27.28 17.77 40.13
H -27.89 16.80 38.32
H -27.79 17.98 37.24
H -31.37 17.34 37.60
H -30.24 16.32 37.92
H -30.10 17.28 36.57
P -24.28 18.63 36.02
O -22.98 19.13 36.56
O -24.10 17.79 34.71
O -25.34 19.74 35.97
O -24.83 17.65 37.04
N -22.01 17.55 38.46
C -20.69 17.23 38.57
C -20.50 16.08 39.28
C -21.96 15.69 39.72
C -22.76 16.65 39.10
H -22.79 18.25 37.75
H -19.98 17.80 38.13
H -19.43 15.73 39.50
H -22.28 14.85 40.13
H -23.82 16.66 38.86
N -23.48 18.98 32.58
C -22.27 19.59 32.24
C -22.30 20.09 31.04
C -23.69 19.61 30.50
C -24.26 18.97 31.44
H -23.69 18.28 33.43
H -21.47 19.57 33.14
H -21.57 20.76 30.48
H -23.87 19.75 29.52
H -25.19 18.43 31.37
N -22.70 15.64 34.58
C -21.92 15.19 33.52
C -21.51 13.99 33.88
C -21.79 13.78 35.45
C -22.64 14.84 35.74
H -23.08 16.62 34.62
H -22.05 15.66 32.47
H -21.05 13.34 33.22
H -21.34 13.08 36.06
H -23.17 15.30 36.61
N -25.45 16.54 33.01
C -25.18 15.74 31.92
C -26.35 15.04 31.53
C -27.44 15.57 32.45
C -26.84 16.49 33.23
H -24.76 16.83 33.68
H -24.19 15.48 31.59
H -26.25 14.67 30.68
H -28.36 15.27 32.20
H -27.36 17.23 33.91
N -26.78 21.28 37.23
C -26.03 22.41 37.63
C -26.99 23.16 38.37
C -28.31 22.39 38.48
C -28.06 21.30 37.65
H -26.10 20.60 36.54
H -25.24 22.75 37.26
H -26.59 24.18 38.73
H -29.31 22.72 38.83
H -28.80 20.30 37.50
N -24.78 22.04 34.62
C -23.67 22.28 33.88
C -23.73 23.48 33.23
C -25.21 23.89 33.37
C -25.80 23.03 34.22
H -25.01 21.27 35.25
H -22.98 21.68 34.00
H -23.03 24.15 32.64
H -25.67 24.68 32.85
H -26.78 23.07 34.52
N -20.60 19.01 35.60
C -19.89 20.20 35.62
C -18.60 19.85 35.23
C -18.57 18.34 35.04
C -19.83 17.89 35.30
H -21.74 19.06 35.83
H -20.43 21.09 35.79
H -17.87 20.62 35.19
H -17.76 17.71 34.60
H -20.35 16.94 35.18
N -22.32 21.14 37.81
C -21.73 20.96 38.98
C -21.56 22.22 39.58
C -22.12 23.28 38.59
C -22.48 22.57 37.55
H -22.64 20.36 37.13
H -21.41 20.00 39.39
H -21.15 22.37 40.50
H -22.12 24.22 38.78
H -22.89 22.78 36.41
N -27.64 19.91 34.26
C -27.71 20.42 33.00
C -29.03 20.47 32.56
C -29.82 19.77 33.70
C -28.86 19.42 34.65
H -26.79 20.06 34.78
H -26.73 20.67 32.62
H -29.42 20.83 31.56
H -30.89 19.45 33.69
H -29.19 19.06 35.53
N -25.80 15.43 37.33
C -26.05 14.93 38.62
C -26.32 13.65 38.51
C -26.04 13.23 37.13
C -25.89 14.36 36.38
H -25.70 16.43 37.10
H -26.14 15.62 39.49
H -26.64 13.10 39.39
H -26.02 12.23 36.79
H -25.75 14.68 35.26
*
```

gap between HOMO and LUMO	7.41	eV
lowest unoccupied orbital energy	4.0	eV
energy above the lowest of the compared OMol25 structures with the same formula, charge and spin	1.837	eV

Results of the Löwdin charge analysis, in e, for atoms 1 through 8: -0.09 -0.14 -0.22 -0.08 0.00 0.11 0.07 -0.08

Below is 12 unconnected molecules or ions with the total composition C46H66N9O9 at a distorted geometry, with properties calculated with the ωB97M-V functional and the def2-TZVPD basis.

The geometry in ORCA input format:
```
! wB97M-V def2-TZVPD RIJCOSX def2/J DEFGRID3
* xyz 1 1
C -2.62 -1.44 0.82
C -1.91 -0.18 0.23
C -0.94 0.27 1.29
N 0.19 1.34 0.95
C -0.43 2.71 0.69
C 0.54 3.89 0.38
C 1.65 3.88 1.40
C 2.24 2.47 1.79
C 1.13 1.48 2.18
C 0.95 0.78 -0.23
H -3.25 -1.16 1.66
H -1.93 -2.25 1.00
H -3.40 -1.68 0.09
H -2.69 0.57 0.06
H -1.50 -0.54 -0.71
H -0.45 -0.61 1.69
H -1.42 0.78 2.13
H -1.00 2.96 1.58
H -1.01 2.61 -0.23
H 0.05 4.86 0.32
H 0.85 3.60 -0.63
H 1.37 4.46 2.27
H 2.40 4.56 0.99
H 2.85 2.67 2.67
H 2.76 2.03 0.94
H 0.59 1.93 3.02
H 1.47 0.45 2.24
H 0.28 0.52 -1.05
H 1.30 -0.19 0.11
H 1.68 1.47 -0.65
C 2.63 3.86 -6.15
O 3.01 2.70 -6.26
N 1.68 4.44 -6.83
N 3.16 4.84 -5.47
H 1.25 3.86 -7.53
H 1.61 5.44 -6.78
H 2.93 5.81 -5.60
H 3.63 4.65 -4.60
C 2.32 -4.32 -5.92
C 3.48 -4.89 -6.47
C 3.43 -6.17 -6.99
C 2.29 -6.92 -6.86
C 1.18 -6.31 -6.25
C 1.19 -5.01 -5.89
O -0.01 -4.45 -5.46
O 4.50 -6.72 -7.66
H 2.26 -3.30 -5.57
H 4.37 -4.35 -6.78
H 2.21 -7.89 -7.33
H 0.29 -6.90 -6.12
H -0.73 -5.07 -5.60
H 4.34 -7.67 -7.66
C -3.13 1.47 -6.16
C -4.26 1.67 -5.42
C -5.59 1.49 -5.91
C -5.71 1.05 -7.19
C -4.59 0.73 -8.00
C -3.31 0.96 -7.43
O -2.25 0.48 -8.17
O -6.65 1.85 -5.11
H -2.16 1.60 -5.72
H -4.22 2.08 -4.42
H -6.69 1.07 -7.64
H -4.68 0.28 -8.97
H -1.46 0.30 -7.66
H -7.08 2.54 -5.62
C -1.80 -4.01 8.97
C -2.60 -4.99 9.68
C -3.89 -5.28 9.20
C -4.42 -4.53 8.16
C -3.66 -3.63 7.44
C -2.34 -3.37 7.80
O -1.71 -2.54 6.95
O -4.63 -6.15 9.82
H -0.86 -3.68 9.37
H -2.31 -5.58 10.53
H -5.42 -4.73 7.82
H -4.18 -3.18 6.61
H -0.92 -2.19 7.36
H -4.39 -7.02 9.49
C 6.05 -4.05 0.20
C 7.36 -3.78 -0.08
C 7.97 -4.38 -1.13
C 7.30 -5.26 -1.93
C 5.97 -5.66 -1.66
C 5.39 -5.07 -0.54
O 4.15 -5.46 -0.17
O 9.29 -4.03 -1.37
H 5.61 -3.50 1.01
H 7.72 -3.02 0.61
H 7.91 -5.76 -2.67
H 5.32 -6.41 -2.10
H 3.77 -4.94 0.54
H 9.65 -3.59 -0.60
C -9.12 1.85 6.78
C -8.53 1.36 5.55
N -8.07 1.00 4.55
H -9.30 1.06 7.51
H -10.12 2.21 6.54
H -8.81 2.79 7.23
C -0.45 10.58 2.57
C -1.62 9.69 2.54
N -2.56 9.01 2.48
H -0.09 10.48 1.54
H 0.28 10.30 3.32
H -0.79 11.56 2.89
C -6.32 7.05 -1.58
C -4.96 7.12 -2.15
N -3.86 7.12 -2.55
H -6.33 6.08 -1.07
H -7.04 7.02 -2.40
H -6.56 7.83 -0.86
C -3.78 2.92 6.83
C -2.47 3.47 6.92
N -1.37 3.90 7.00
H -3.72 1.85 7.02
H -4.23 3.11 5.85
H -4.42 3.31 7.63
C 7.96 0.16 -4.69
C 7.66 1.18 -3.63
N 7.41 1.93 -2.80
H 8.98 0.31 -5.06
H 7.17 0.12 -5.44
H 8.11 -0.87 -4.36
C 4.98 -4.24 6.80
C 3.92 -4.13 5.74
N 3.09 -4.02 4.91
H 4.46 -4.55 7.71
H 5.38 -3.26 7.06
H 5.78 -4.91 6.50
*
```

gap between HOMO and LUMO	7.22	eV
lowest unoccupied orbital energy	-2.1	eV

Results of the Löwdin charge analysis, in e, for atoms 1 through 8: -0.08 -0.23 -0.11 -0.25 -0.10 -0.16 -0.18 -0.13

Below is 3 unconnected molecules or ions with the total composition C46H69BF9N5O7 at a distorted geometry, with properties calculated with the ωB97M-V functional and the def2-TZVPD basis.

The geometry in ORCA input format:
```
! wB97M-V def2-TZVPD RIJCOSX def2/J DEFGRID3
* xyz 0 3
C -6.47 0.11 -0.11
O -6.60 -1.05 -1.00
C -6.20 -0.75 -2.38
C -4.54 -0.79 -2.61
C -3.84 -2.14 -2.00
N -2.34 -2.06 -1.85
C -1.78 -2.22 -0.44
O -2.15 -3.02 0.56
C -0.51 -1.17 -0.48
C 0.53 -0.64 0.66
O 0.30 -1.15 2.05
C 1.77 0.42 0.29
C 2.76 0.88 1.51
C 3.40 -0.35 2.39
C 3.33 0.02 3.99
C 2.26 -0.85 4.87
N 2.63 -2.31 5.07
C 4.05 -2.75 5.42
C 3.92 -4.37 5.58
C 2.37 -4.82 5.30
C 1.56 -3.40 4.96
C 1.90 0.96 -1.29
B 3.09 2.01 -1.72
O 2.91 3.43 -1.28
N 4.36 1.67 -2.48
C 4.25 0.41 -3.30
C 5.59 1.69 -1.60
C 0.83 0.48 -2.45
C 0.81 0.97 -4.02
C -0.59 1.78 -4.27
C -0.45 3.41 -4.35
F -0.76 3.78 -5.78
F 0.94 3.92 -4.10
C -1.60 4.13 -3.44
F -2.91 3.56 -3.87
F -1.64 5.59 -3.84
C -1.35 4.09 -1.82
F -1.26 5.51 -1.34
F -0.09 3.43 -1.39
C -2.57 3.40 -0.95
F -2.25 3.57 0.52
F -2.51 1.94 -1.20
F -3.90 4.02 -1.14
C -0.35 -0.61 -2.02
C -1.54 -1.32 -2.89
O -1.80 -1.33 -4.20
H -7.36 0.88 -0.17
H -5.47 0.70 -0.27
H -6.43 -0.31 1.00
H -6.51 0.38 -2.63
H -6.75 -1.42 -3.17
H -4.32 -0.75 -3.77
H -4.14 0.20 -2.13
H -4.28 -2.27 -0.90
H -4.14 -3.10 -2.60
H 0.16 -0.30 2.58
H 2.09 1.53 2.26
H 3.65 1.58 1.20
H 4.55 -0.41 2.11
H 2.93 -1.39 2.12
H 4.40 -0.13 4.48
H 3.06 1.17 4.18
H 1.14 -0.78 4.49
H 2.25 -0.36 5.96
H 4.97 -2.02 5.56
H 4.88 -4.99 5.86
H 1.94 -5.91 5.34
H 0.41 -3.27 4.71
H 3.72 3.91 -1.63
H 5.37 0.07 -3.56
H 3.74 0.58 -4.37
H 3.76 -0.51 -2.75
H 6.60 1.61 -2.18
H 5.60 2.75 -1.05
H 5.51 0.79 -0.84
H 1.78 1.52 -4.38
H 0.74 -0.02 -4.68
H -1.45 1.49 -3.49
H -1.01 1.40 -5.32
C 1.09 7.11 3.76
C 0.47 5.68 3.74
C -1.03 5.76 3.34
C -1.93 6.29 4.46
C -1.71 5.52 5.76
C -0.22 5.46 6.19
N 0.69 5.02 5.07
O 0.51 3.64 4.90
C 0.22 6.85 6.72
C -0.11 4.54 7.45
C 1.24 4.96 2.58
H 0.36 7.88 4.01
H 1.93 7.17 4.46
H 1.50 7.39 2.78
H -1.39 4.76 3.06
H -1.15 6.39 2.45
H -1.75 7.36 4.61
H -2.98 6.20 4.15
H -2.31 5.99 6.55
H -2.11 4.51 5.63
H 1.29 6.86 6.95
H -0.31 7.11 7.64
H 0.02 7.67 6.03
H -0.50 3.54 7.27
H -0.68 4.96 8.29
H 0.94 4.45 7.77
H 2.31 4.88 2.80
H 1.13 5.52 1.64
H 0.85 3.95 2.38
C -0.39 -4.99 -2.34
C 0.10 -5.27 -3.78
C -1.07 -5.09 -4.79
C -2.08 -6.23 -4.75
C -1.39 -7.58 -4.90
C -0.24 -7.79 -3.89
N 0.72 -6.64 -3.85
O 1.51 -6.70 -5.01
C -0.83 -8.04 -2.47
C 0.48 -9.14 -4.22
C 1.14 -4.13 -4.05
H -1.44 -5.22 -2.19
H 0.20 -5.54 -1.60
H -0.28 -3.93 -2.07
H -0.68 -5.01 -5.81
H -1.59 -4.14 -4.59
H -2.66 -6.20 -3.82
H -2.81 -6.10 -5.56
H -2.14 -8.38 -4.79
H -1.01 -7.67 -5.92
H -0.03 -8.11 -1.72
H -1.39 -8.99 -2.44
H -1.53 -7.28 -2.15
H 0.85 -9.18 -5.25
H -0.22 -9.99 -4.12
H 1.32 -9.33 -3.54
H 1.99 -4.20 -3.37
H 0.68 -3.14 -3.91
H 1.52 -4.13 -5.08
*
```

gap between HOMO and LUMO (spin up / spin down)	5.95 / 5.95	eV
⟨S²⟩	2.010
lowest unoccupied orbital energy (spin up / spin down)	-1.7 / -1.7	eV

Results of the Löwdin charge analysis, in e, for atoms 1 through 8: -0.12 -0.26 -0.20 -0.14 -0.14 -0.03 -0.21 0.01